Entry 1:
C2H3HgO2 as an isolated structure, computed with ωB97M-V/def2-TZVPD.

```
! wB97M-V def2-TZVPD RIJCOSX def2/J DEFGRID3
* xyz 1 1
O -1.29044 -0.58813 1.43719
C -1.47545 0.03821 0.44076
Hg -1.77403 1.52594 -0.93880
O -0.30292 0.37742 -0.39173
C 0.97086 -0.22674 -0.17358
H 1.61649 0.07214 -1.00418
H 1.39502 0.11853 0.77761
H 0.86048 -1.31738 -0.14727
*
```

E_HOMO = -15.57 eV
Kohn-Sham gap = 0.28390 Eh
calculated total energy = -10380.2732 eV
energy above the lowest of the compared OMol25 structures with the same formula, charge and spin = 0.0 kJ/mol
LUMO energy = -7.85 eV
maximum force = 7.78 eV/A

So, what does the Löwdin scheme give us? The charges, in e, come out as: atom 1 (O): 0.159, atom 2 (C): -0.419, atom 3 (Hg): 1.390, atom 4 (O): -0.430, atom 5 (C): -0.037, atom 6 (H): 0.111, atom 7 (H): 0.112, atom 8 (H): 0.114



Entry 2:
The molecule C3H2O, computed with ωB97M-V/def2-TZVPD.

```
! wB97M-V def2-TZVPD RIJCOSX def2/J DEFGRID3
* xyz 0 1
C 0.49677 -1.32610 -0.57875
C 0.08835 -0.35478 -0.01731
C -0.37829 0.99843 0.40519
O 0.27957 1.99145 0.38370
H 0.94120 -2.21764 -1.02913
H -1.42760 0.90864 0.83630
*
```

E_HOMO = -10.78 eV
Kohn-Sham gap = 0.39823 Eh
SMILES string = C#CC=O
calculated total energy = -5188.0273 eV
energy above the lowest of the compared OMol25 structures with the same formula, charge and spin = 15.8 kJ/mol
LUMO energy = 0.06 eV
maximum force = 2.38 eV/A

So, what does the Löwdin scheme give us? The charges, in e, come out as: atom 1 (C): 0.118, atom 2 (C): -0.069, atom 3 (C): -0.303, atom 4 (O): 0.077, atom 5 (H): 0.052, atom 6 (H): 0.125



Entry 3:
The molecule C5H9N, computed with ωB97M-V/def2-TZVPD.

```
! wB97M-V def2-TZVPD RIJCOSX def2/J DEFGRID3
* xyz 0 1
C 1.80860 -0.10123 0.13734
N 0.48229 0.07578 -0.55368
C -0.19273 1.19316 -0.18590
C -1.61447 0.69269 -0.00251
C -1.68456 -0.61740 -0.05395
C -0.33899 -1.14607 -0.24953
H 1.75734 -1.00926 0.70114
H 2.17289 0.67999 0.81781
H 2.58574 -0.10494 -0.69570
H 0.11325 1.96538 -0.94515
H 0.17877 1.73951 0.77291
H -2.54612 1.18709 0.12102
H -2.47999 -1.16742 0.57921
H -0.30977 -1.75800 -1.11068
H 0.06776 -1.62929 0.66767
*
```

E_HOMO = -8.30 eV
Kohn-Sham gap = 0.34779 Eh
SMILES string = CN1CC=CC1
calculated total energy = -6818.4589 eV
energy above the lowest of the compared OMol25 structures with the same formula, charge and spin = 244.7 kJ/mol
LUMO energy = 1.17 eV
maximum force = 5.28 eV/A

Here are the Löwdin charges for atoms 1 to 8, given in e: atom 1 (C): -0.066, atom 2 (N): -0.205, atom 3 (C): -0.273, atom 4 (C): -0.071, atom 5 (C): -0.110, atom 6 (C): -0.192, atom 7 (H): 0.047, atom 8 (H): 0.074



Entry 4:
A 2-piece molecular cluster, C21H25N3 overall, computed with ωB97M-V/def2-TZVPD.

```
! wB97M-V def2-TZVPD RIJCOSX def2/J DEFGRID3
* xyz 0 1
C 0.63182 -0.94550 -0.64022
C -0.63511 -1.26476 -1.08237
N -1.69205 -0.39889 -0.95440
C -2.97719 -0.76230 -1.52606
C -4.02002 0.35220 -1.54933
C -4.06437 1.12467 -0.24031
C -2.69001 1.69621 0.06705
C -1.56561 0.65043 0.03424
C -0.91181 -2.55654 -1.82131
C 0.21332 -3.58200 -1.67568
C 1.58471 -2.95473 -1.91917
C 1.83923 -1.73227 -1.00090
H 0.83940 0.00859 -0.16055
H -3.40537 -1.62433 -0.97939
H -2.83183 -1.09542 -2.56544
H -4.99309 -0.10242 -1.75686
H -3.79411 1.03134 -2.38000
H -4.78421 1.94213 -0.31891
H -4.38874 0.46580 0.57271
H -2.43915 2.47633 -0.66399
H -2.67573 2.16662 1.05694
H -1.47385 0.20389 1.04313
H -0.63394 1.20807 -0.13933
H -1.84036 -3.03539 -1.47665
H -1.05371 -2.34918 -2.89658
H 0.05300 -4.40978 -2.37692
H 0.18382 -4.00090 -0.66118
H 1.65360 -2.61997 -2.96358
H 2.37279 -3.70436 -1.76716
H 2.56519 -1.07410 -1.50629
H 2.35052 -2.06860 -0.08497
N 0.95880 -3.18276 2.67368
C 1.44560 -2.13574 2.46975
C 1.99425 -0.84817 2.18791
C 3.41263 -0.75229 2.28769
N 4.58192 -0.69350 2.36749
C 1.17643 0.23953 1.98834
C 1.70214 1.59037 1.75577
C 2.79866 1.79893 0.89131
C 3.25663 3.08895 0.62353
C 2.66123 4.19537 1.24291
C 1.57806 4.00159 2.11672
C 1.09569 2.71905 2.35997
H 0.12753 0.15689 2.30012
H 3.27852 0.93713 0.42161
H 4.09477 3.22596 -0.06130
H 3.03867 5.20010 1.04826
H 1.11780 4.86073 2.60887
H 0.26356 2.55306 3.05085
*
```

E_HOMO = -7.30 eV
Kohn-Sham gap = 0.23215 Eh
SMILES string = C1=C(N2CCCCC2)CCCC1.N#CC(C#N)=Cc1ccccc1
calculated total energy = -26651.0117 eV
energy above the lowest of the compared OMol25 structures with the same formula, charge and spin = 283.9 kJ/mol
LUMO energy = -0.98 eV
maximum force = 3.09 eV/A

Here are the Löwdin charges for atoms 1 to 8, given in e: atom 1 (C): -0.069, atom 2 (C): -0.214, atom 3 (N): -0.086, atom 4 (C): -0.178, atom 5 (C): -0.183, atom 6 (C): -0.208, atom 7 (C): -0.176, atom 8 (C): -0.169



Entry 5:
A 2-piece molecular cluster, C3H10NOS overall, computed with ωB97M-V/def2-TZVPD.

```
! wB97M-V def2-TZVPD RIJCOSX def2/J DEFGRID3
* xyz 1 1
C 1.87740 -1.01491 -0.08660
C -0.88896 1.15764 0.61782
C -0.93152 -0.31815 0.68270
N 0.59496 -0.70613 -0.67515
O -0.90172 1.74936 -0.63483
S -2.13903 -1.15968 -0.18275
H 1.82903 -1.92740 0.54683
H 2.50087 -1.15164 -0.85555
H 2.31604 -0.11065 0.56454
H -1.76801 1.47320 1.23737
H -0.14002 1.60604 1.34626
H -0.71264 -0.72961 1.67671
H 0.39601 -1.43707 -1.33374
H 0.80648 0.18793 -1.32094
H -0.42766 2.67055 -0.51999
H -2.41123 -0.28949 -1.06266
*
```

E_HOMO (alpha / beta) = -14.23 / -14.23 eV
Kohn-Sham gap (alpha / beta) = 0.35625 / 0.35622 Eh
calculated total energy = -17636.7070 eV
energy above the lowest of the compared OMol25 structures with the same formula, charge and spin = 265.4 kJ/mol
LUMO energy (alpha / beta) = -4.54 / -4.54 eV
maximum force = 4.98 eV/A

Here are the Löwdin charges for atoms 1 to 8, given in e: atom 1 (C): -0.113, atom 2 (C): -0.375, atom 3 (C): -0.409, atom 4 (N): -0.047, atom 5 (O): -0.073, atom 6 (S): 0.945, atom 7 (H): 0.108, atom 8 (H): 0.037



Entry 6:
A 2-piece molecular cluster, C5H11NO3S overall, computed with ωB97M-V/def2-TZVPD.

```
! wB97M-V def2-TZVPD RIJCOSX def2/J DEFGRID3
* xyz 0 1
C 1.36185 -2.11209 0.37376
C 1.25676 -1.78996 -1.18212
C 1.16271 -0.75171 -0.26383
C -2.09549 1.58657 -0.59082
C 1.27381 1.23244 0.92690
N -2.39424 0.17423 -0.73633
O -1.87325 -2.17933 0.41830
O -1.97949 -0.21793 1.85096
O 1.57966 0.51545 -0.20832
S -1.58775 -0.79214 0.54987
H 0.44553 -2.52468 0.76253
H 2.29613 -2.30975 0.66656
H 2.20472 -1.87924 -1.81870
H 0.41146 -2.14646 -1.61599
H -2.61932 2.14680 0.27822
H -1.05175 1.86994 -0.55961
H -2.54688 2.02031 -1.45667
H 0.70204 2.03604 0.68667
H 2.13082 1.67048 1.43786
H 0.69668 0.68977 1.59797
H -2.07480 0.01742 -1.69611
*
```

E_HOMO (alpha / beta) = -7.71 / -8.12 eV
Kohn-Sham gap (alpha / beta) = 0.23955 / 0.27826 Eh
calculated total energy = -23825.2944 eV
energy above the lowest of the compared OMol25 structures with the same formula, charge and spin = 555.6 kJ/mol
LUMO energy (alpha / beta) = -1.19 / -0.54 eV
maximum force = 5.09 eV/A

Here are the Löwdin charges for atoms 1 to 8, given in e: atom 1 (C): 0.021, atom 2 (C): -0.044, atom 3 (C): -0.275, atom 4 (C): -0.209, atom 5 (C): -0.068, atom 6 (N): -0.221, atom 7 (O): -0.389, atom 8 (O): -0.397